Entry 1:
Molecular formula: C22H19AgN4O8S2Te
Method: DFT, the ωB97M-V functional and the def2-TZVPD basis

Computed properties:
Strongest force on any atom ... 0.0178 Eh/bohr
Total energy ... -78424.128 eV
Frontier orbital gap ... 5.901 eV

Structure (ORCA input):
```
! wB97M-V def2-TZVPD RIJCOSX def2/J DEFGRID3
* xyz -2 1
Te 0.362 -0.541 -3.115
Ag 2.385 0.246 -1.461
S -1.806 1.810 -4.166
S 1.967 1.699 0.906
O 1.993 -1.592 0.076
O 4.382 -0.872 -1.549
O 3.502 -7.633 -0.175
O 5.985 -1.877 -0.354
O -0.327 -4.946 0.318
O -0.628 0.432 4.700
O -0.081 -2.991 1.161
O 5.367 -6.754 -0.790
N 0.311 0.672 2.671
N 4.191 -6.646 -0.446
N 0.367 -3.956 0.560
N -0.536 0.987 0.480
C 2.494 -2.730 -0.066
C 2.293 -5.222 0.006
C -1.565 2.118 3.338
C -0.293 2.700 -6.010
C -3.722 3.112 3.731
C -1.814 0.298 0.670
C -2.009 4.360 2.598
C -0.625 0.988 3.615
C -2.825 0.794 -0.356
C -1.534 2.886 -5.487
C 1.735 -3.968 0.163
C 0.440 1.684 -5.337
C -3.238 2.245 -0.115
C -2.856 2.040 3.855
C 3.615 -5.354 -0.359
C -1.142 3.283 2.707
C -0.234 1.096 -4.306
C 4.832 -1.776 -0.794
C 3.880 -2.945 -0.468
C 4.394 -4.196 -0.590
C 0.481 1.056 1.329
C -3.296 4.278 3.107
H -0.241 1.029 -0.501
H -2.180 0.504 1.673
H -2.305 3.577 -5.789
H 5.434 -4.320 -0.857
H -3.972 5.118 3.012
H 1.447 1.391 -5.598
H 1.043 0.059 3.001
H 0.092 3.259 -6.853
H 1.697 -6.096 0.217
H -1.662 -0.773 0.575
H -3.162 1.126 4.346
H -2.355 2.885 -0.067
H -3.775 2.347 0.832
H -3.881 2.602 -0.921
H -4.728 3.043 4.126
H -3.702 0.145 -0.323
H -0.133 3.353 2.318
H -1.679 5.269 2.111
H -2.382 0.699 -1.348
*
```

Mulliken population analysis, charges in e, atoms 1 to 4: -0.190 0.568 -0.138 -0.365


Entry 2:
Molecular formula: C22H19BrClFeN4O2S
Method: DFT, the ωB97M-V functional and the def2-TZVPD basis

Computed properties:
Strongest force on any atom ... 0.0173 Eh/bohr
<S²> ... 1.116
Total energy ... -160966.846 eV
Frontier orbital gap (spin up / spin down) ... 7.101 / 7.126 eV

Structure (ORCA input):
```
! wB97M-V def2-TZVPD RIJCOSX def2/J DEFGRID3
* xyz 0 2
Br -3.743 -5.832 0.172
Fe -0.010 0.579 0.009
Cl 2.803 -1.470 5.939
S -0.455 1.264 2.132
O -2.273 0.422 -0.575
O -0.928 -1.200 0.023
N 0.285 0.677 -1.965
N 1.398 2.925 1.028
N 0.999 2.242 -0.081
N 1.065 3.109 3.261
C 0.759 1.141 -4.639
C 2.982 0.059 2.263
C -3.213 -1.764 -0.388
C 0.085 0.001 -4.233
C -0.138 -0.190 -2.882
C -2.090 -0.778 -0.309
C -5.527 -2.231 -0.826
C 2.167 3.901 -1.469
C -4.482 -1.325 -0.745
C 1.465 -1.809 2.197
C 1.364 2.665 -1.240
C 3.197 -0.152 3.612
C 1.191 2.050 -3.688
C -4.041 -3.997 -0.199
C 0.756 2.498 2.097
C 2.534 -1.195 4.243
C -5.313 -3.576 -0.554
C -2.986 -3.107 -0.111
C 2.110 -0.759 1.531
C 1.838 -0.476 0.139
C 0.937 1.790 -2.349
C 1.673 -2.029 3.545
H -6.123 -4.289 -0.613
H -6.519 -1.895 -1.100
H 2.567 0.173 -0.339
H 2.123 4.532 -0.586
H -4.629 -0.273 -0.950
H 0.951 1.321 -5.689
H 0.792 2.659 4.117
H 1.169 -2.835 4.060
H 3.478 0.884 1.765
H 3.215 3.661 -1.664
H 1.717 2.948 -3.977
H 3.870 0.478 4.176
H -1.997 -3.437 0.172
H 1.859 3.726 3.274
H -0.657 -1.060 -2.502
H 1.783 4.451 -2.329
H 1.493 -1.313 -0.460
H 0.763 -2.429 1.652
H -0.264 -0.734 -4.944
*
```

Mulliken population analysis, charges in e, atoms 1 to 4: -0.203 -0.700 -0.238 -0.579


Entry 3:
Molecular formula: C22H19BrN5O3RuSe
Method: DFT, the ωB97M-V functional and the def2-TZVPD basis

Computed properties:
Strongest force on any atom ... 0.0091 Eh/bohr
<S²> ... 6.033
Total energy ... -174657.128 eV
Frontier orbital gap (spin up / spin down) ... 7.015 / 4.163 eV

Structure (ORCA input):
```
! wB97M-V def2-TZVPD RIJCOSX def2/J DEFGRID3
* xyz 3 5
Ru 0.509 0.023 0.187
Br -1.804 5.428 5.950
Se -3.109 -4.493 -4.775
O 2.315 1.001 0.223
O -0.177 0.768 1.861
O 1.209 2.375 2.619
N -2.152 -3.018 -4.970
N -0.783 -1.547 0.129
N -2.968 -4.492 -3.011
N 0.138 -0.101 -1.862
N -3.491 2.845 3.351
C -1.794 -2.631 -3.772
C 3.146 1.585 -0.851
C 0.112 1.911 2.504
C 3.721 0.534 -1.766
C -1.977 -3.371 1.076
C -0.852 3.540 4.094
C -2.416 2.264 2.808
C 2.693 -0.988 1.612
C 0.193 0.542 -4.160
C -3.301 3.761 4.268
C -0.983 -1.447 -3.521
C -2.344 -3.808 -0.184
C -1.982 4.155 4.683
C -1.916 -3.097 -1.313
C -0.641 -1.166 -2.206
C -1.129 -1.972 -1.113
C -1.080 2.576 3.148
C 0.521 0.744 -2.827
C -2.248 -3.449 -2.685
C -0.543 -0.569 -4.520
C -1.194 -2.234 1.203
C 3.156 0.419 1.307
H 2.629 -1.605 0.706
H 3.046 1.087 2.153
H -0.801 -0.768 -5.553
H -4.172 4.224 4.720
H 1.761 -1.015 2.190
H 2.952 -0.116 -2.183
H 3.923 2.148 -0.336
H -2.618 1.508 2.059
H 3.433 -1.481 2.246
H 1.101 1.602 -2.528
H 2.507 2.312 -1.346
H 4.225 1.031 -2.596
H -2.294 -3.898 1.965
H 0.155 3.823 4.376
H 0.528 1.256 -4.899
H -0.895 -1.851 2.170
H 4.181 0.427 0.949
H 4.464 -0.082 -1.262
H -2.956 -4.691 -0.317
*
```

Mulliken population analysis, charges in e, atoms 1 to 4: 1.000 0.210 0.439 -0.014


Entry 4:
Molecular formula: C22H19Cl3MnN5O4
Method: DFT, the ωB97M-V functional and the def2-TZVPD basis

Computed properties:
Strongest force on any atom ... 0.0085 Eh/bohr
<S²> ... 3.987
Total energy ... -107643.527 eV
Frontier orbital gap (spin up / spin down) ... 6.775 / 7.360 eV

Structure (ORCA input):
```
! wB97M-V def2-TZVPD RIJCOSX def2/J DEFGRID3
* xyz 1 4
Mn 0.252 -0.471 -0.298
Cl -5.736 1.937 2.251
Cl -5.872 -0.168 0.239
Cl -6.273 -0.807 3.041
O 0.533 0.187 -2.152
O 0.270 1.307 0.070
O -0.471 -2.122 -0.754
O 0.031 3.363 -0.772
N 0.125 -0.864 1.658
N -1.129 -5.157 -2.426
N -2.233 -0.689 -1.067
N -4.801 -2.448 -2.485
N -2.861 -0.222 2.088
C -2.356 -2.961 -1.872
C 0.979 0.007 2.451
C -0.099 2.173 -3.406
C 0.295 2.209 -0.920
C 0.750 1.649 -2.272
C 0.423 0.732 3.487
C 2.235 1.909 -2.447
C 4.216 -1.106 1.006
C 3.109 0.993 2.854
C -1.686 -4.185 -2.171
C 2.885 -0.672 0.991
C 2.567 1.724 3.899
C 2.324 0.120 2.108
C 2.595 -1.914 -1.104
C -3.986 -0.010 2.033
C -1.694 -1.965 -1.217
C 4.729 -1.898 -0.007
C -5.429 0.238 1.904
C -3.704 -2.719 -2.265
C 1.224 1.593 4.219
C 3.923 -2.315 -1.058
C 2.133 -1.077 -0.105
H 2.411 2.983 -2.419
H 4.313 -2.966 -1.829
H 4.842 -0.844 1.849
H 0.797 2.165 5.031
H 0.293 1.839 -4.366
H -0.851 -0.760 1.959
H 1.086 -0.296 -2.782
H 2.576 1.534 -3.415
H 4.152 1.125 2.597
H 2.814 1.438 -1.651
H 1.943 -2.283 -1.887
H 3.193 2.406 4.458
H -2.241 -0.318 -0.120
H -1.130 1.837 -3.301
H -0.629 0.627 3.719
H 0.380 -1.847 1.770
H -0.085 3.261 -3.377
H 5.760 -2.220 0.040
H -3.148 -0.567 -1.486
*
```

Mulliken population analysis, charges in e, atoms 1 to 4: -0.189 -0.070 -0.079 -0.066